Entry 1:
# CH5Cl2N2O3PS

The molecule CH5Cl2N2O3PS (wB97M-V/def2-TZVPD, the OMol25 dataset).

Values from the calculation:
LUMO energy (alpha / beta) ... -1.75 / -1.75 eV
SMILES string ... CN(NS)P(=O)(OCl)OCl
Orbital gap (alpha / beta) ... 7.0 / 7.0 eV

Last column: natural (NBO) charge in e.
Positions of all 15 atoms, in Å:
1 C -0.152 -0.944 -0.978  -0.45
2 N 0.983 -0.108 -0.500  -0.35
3 N 0.986 0.213 0.816  -0.55
4 S -0.451 0.883 1.721  0.10
5 P 0.803 1.900 -1.383  2.28
6 O 1.491 2.865 -0.535  -1.06
7 O 1.301 1.601 -2.848  -0.81
8 Cl 2.281 2.772 -3.685  0.27
9 O -0.769 2.014 -1.439  -0.83
10 Cl -1.575 3.567 -1.275  0.25
11 H -1.046 -0.665 -0.384  0.21
12 H -0.263 -0.901 -2.045  0.22
13 H -0.022 -2.149 -0.782  0.20
14 H 1.779 0.377 1.379  0.40
15 H -0.294 1.980 1.045  0.11

Force components x, y, z for each atom (eV/Å):
0.067 -2.374 2.141
0.034 2.712 -0.873
-3.249 -1.070 0.771
1.419 -1.672 -0.816
0.848 -2.925 2.101
0.137 0.194 -0.192
0.861 0.543 -1.394
-0.561 -0.507 0.467
-1.591 0.807 -0.180
0.604 -0.818 -0.134
0.119 -0.117 -0.811
-0.068 0.603 -0.312
0.304 3.015 -0.058
1.367 0.112 -0.509
-0.292 1.497 -0.200

***

Entry 2:
# CH5ClN2

CH5ClN2 as an isolated structure (wB97M-V/def2-TZVPD, the OMol25 dataset).

Values from the calculation:
LUMO energy ... 0.96 eV
Relative energy (zero: lowest compared OMol25 entry of this formula, charge and spin) ... 312.3 kJ/mol
Orbital gap ... 10.4 eV

Last column: natural (NBO) charge in e.
Positions of all 9 atoms, in Å:
1 C 0.502 -0.361 0.114  -0.46
2 N -0.217 0.871 0.371  -0.47
3 N -1.923 1.014 -0.133  -0.47
4 Cl -2.567 -0.535 0.010  0.08
5 H 1.447 -0.089 0.394  0.22
6 H 0.292 -1.259 0.773  0.18
7 H 0.541 -0.719 -0.984  0.21
8 H -0.432 1.040 1.411  0.36
9 H -1.792 1.068 -1.156  0.35

Force components x, y, z for each atom (eV/Å):
-2.440 -2.254 -0.863
-3.774 1.623 0.478
4.098 -0.243 0.252
-0.879 -1.253 0.261
2.853 0.674 0.459
-0.387 0.845 -0.797
-0.345 0.940 1.717
0.629 -0.670 -2.084
0.243 0.338 0.576

***

Entry 3:
# CH5ClN5O2

An isolated ion of composition CH5ClN5O2 and charge +1 (wB97M-V/def2-TZVPD, the OMol25 dataset).

Values from the calculation:
LUMO energy ... -3.91 eV
SMILES string ... O=[N+]([O-])N1N[NH2+]N[C@H]1Cl
Relative energy (zero: lowest compared OMol25 entry of this formula, charge and spin) ... 109.7 kJ/mol
Total charge ... +1
Orbital gap ... 11.1 eV

Last column: natural (NBO) charge in e.
Positions of all 14 atoms, in Å:
1 O -2.653 0.520 0.824  -0.25
2 N -2.127 -0.186 0.095  0.69
3 O -2.362 -1.221 -0.391  -0.32
4 N -0.798 0.389 -0.475  -0.22
5 N 0.037 -0.509 -1.185  -0.25
6 N 1.293 -0.660 -0.354  -0.26
7 N 0.963 -0.041 0.930  -0.43
8 C 0.041 1.016 0.525  0.06
9 Cl 1.157 2.222 -0.248  -0.02
10 H -0.438 -1.314 -1.285  0.39
11 H 1.962 -0.117 -0.853  0.44
12 H 1.502 -1.686 -0.365  0.46
13 H 1.841 0.291 1.306  0.41
14 H -0.417 1.296 1.476  0.29

Force components x, y, z for each atom (eV/Å):
-1.849 2.011 2.133
3.610 -0.579 -1.532
-1.071 -2.128 -0.736
0.414 1.299 0.634
2.182 4.663 0.738
-2.493 -1.489 0.428
-0.038 -2.339 -0.743
1.305 -0.473 -0.204
-0.937 0.629 0.086
-2.026 -4.181 -0.269
1.040 0.577 -0.740
0.217 0.980 0.707
0.107 0.280 0.262
-0.459 0.750 -0.764

***

Entry 4:
# CH5ClO2SSi

A 2-piece molecular cluster, CH5ClO2SSi overall (wB97M-V/def2-TZVPD, the OMol25 dataset).

Values from the calculation:
LUMO energy ... -0.58 eV
Relative energy (zero: lowest compared OMol25 entry of this formula, charge and spin) ... 58.4 kJ/mol
Orbital gap ... 10.4 eV

Last column: natural (NBO) charge in e.
Positions of all 11 atoms, in Å:
1 C -0.157 -0.173 0.961  -1.11
2 O 4.207 1.089 -0.551  -0.84
3 O 3.157 0.286 1.537  -0.86
4 Si 0.337 0.880 -0.513  1.08
5 S 3.682 1.348 0.739  1.68
6 Cl 1.147 2.710 0.000  -0.39
7 H -0.999 0.301 1.459  0.25
8 H -0.728 -1.014 0.684  0.25
9 H 0.577 -0.586 1.583  0.27
10 H -0.750 1.394 -1.315  -0.17
11 H 1.322 0.129 -1.579  -0.14

Force components x, y, z for each atom (eV/Å):
-1.227 1.202 -1.068
0.208 -0.489 -0.857
-0.153 -0.389 -0.172
1.156 -1.516 -1.246
0.331 0.802 1.121
0.149 0.201 0.266
0.469 0.798 0.775
-0.403 -1.466 -1.349
1.238 0.107 1.093
-0.713 -0.210 -0.156
-1.055 0.962 1.593

***

Entry 5:
# CH5FNOP

The molecule CH5FNOP (wB97M-V/def2-TZVPD, the OMol25 dataset).

Values from the calculation:
LUMO energy ... 0.63 eV
SMILES string ... CP(F)NO
Relative energy (zero: lowest compared OMol25 entry of this formula, charge and spin) ... 475.4 kJ/mol
Orbital gap ... 9.6 eV

Last column: natural (NBO) charge in e.
Positions of all 10 atoms, in Å:
1 C 0.332 -1.319 0.134  -1.06
2 P 0.278 -0.135 1.547  1.31
3 F -1.181 -0.626 1.950  -0.57
4 N -0.406 1.420 0.662  -0.68
5 O 0.078 2.802 0.082  -0.59
6 H 1.335 -1.568 -0.340  0.24
7 H -0.108 -2.301 0.338  0.26
8 H -0.211 -1.046 -0.837  0.26
9 H -0.921 1.918 1.356  0.36
10 H -0.307 2.782 -0.816  0.47

Force components x, y, z for each atom (eV/Å):
0.831 -0.310 -3.246
0.358 0.934 -1.719
-0.464 0.603 0.365
-0.417 0.907 -0.866
0.531 -2.466 0.308
-0.674 0.522 1.195
0.073 0.223 0.757
0.228 0.399 1.598
-0.695 -0.441 0.995
0.229 -0.371 0.613

***

Entry 6:
# CH5FOP2

The molecule CH5FOP2 (wB97M-V/def2-TZVPD, the OMol25 dataset).

Values from the calculation:
LUMO energy (alpha / beta) ... -1.38 / -1.20 eV
SMILES string ... CP=[P@@H](O)F
Relative energy (zero: lowest compared OMol25 entry of this formula, charge and spin) ... 193.0 kJ/mol
Orbital gap (alpha / beta) ... 6.8 / 6.5 eV

Last column: natural (NBO) charge in e.
Positions of all 10 atoms, in Å:
1 C 1.152 0.427 -0.470  -1.03
2 P 0.571 0.150 1.249  0.20
3 P -1.801 -0.364 0.494  1.23
4 O -2.437 -1.587 1.361  -0.94
5 F -3.301 -0.063 -0.303  -0.60
6 H 0.531 1.239 -0.984  0.26
7 H 1.053 -0.559 -0.876  0.23
8 H 2.202 0.545 -0.721  0.26
9 H -1.329 -1.021 -0.641  -0.10
10 H -2.143 -1.385 2.248  0.49

Force components x, y, z for each atom (eV/Å):
-0.976 0.377 -0.785
-0.919 0.305 0.539
-1.184 -0.239 -1.545
0.767 0.774 -0.123
1.825 0.268 1.006
0.952 -1.313 0.462
-0.870 -0.453 -1.111
0.347 0.920 0.874
0.135 -0.154 -0.200
-0.076 -0.486 0.883

***

In the order shown, the computed max |F| values come out to 3.7; 4.1; 5.2; 2.3; 3.4; 2.1 eV/Å.